{"formula": "C3H8N", "method": "ωB97M-V/def2-TZVPD", "symbols": ["C", "C", "C", "N", "H", "H", "H", "H", "H", "H", "H", "H"], "positions_angstrom": [[0.4121, -1.0305, -1.0717], [-0.1088, -0.1697, -0.0094], [-0.9740, -0.2905, 1.0251], [0.4181, 1.3128, 0.0587], [-0.0622, -0.9669, -1.9887], [1.5483, -0.9548, -1.1830], [0.3212, -2.0885, -0.5574], [-1.5642, 0.0891, 1.9280], [-1.0721, -1.3062, 1.4796], [0.6591, 1.7385, -0.9209], [1.3955, 1.2991, 0.3974], [-0.1282, 1.9450, 0.7697]], "nbo_charge": [-0.6903, 0.1785, -0.4473, -0.7519, 0.2621, 0.2486, 0.2862, 0.3011, 0.2500, 0.4496, 0.4367, 0.4766], "smiles": "C=C(C)[NH3+]", "gap_ev": 10.934, "de_lowest_kcal_mol": 47.3, "charge": 1}

***

{"formula": "C39H45MgN5P2", "method": "ωB97M-V/def2-TZVPD", "symbols": ["Mg", "C", "C", "C", "C", "C", "C", "C", "C", "C", "H", "H", "H", "H", "H", "H", "H", "H", "H", "H", "H", "H", "H", "H", "H", "P", "P", "N", "N", "N", "N", "C", "C", "C", "C", "C", "C", "C", "C", "C", "C", "C", "C", "C", "C", "C", "C", "C", "C", "H", "H", "H", "H", "H", "H", "H", "H", "H", "H", "H", "H", "H", "H", "H", "H", "H", "H", "H", "H", "C", "C", "C", "C", "C", "C", "N", "C", "C", "C", "C", "C", "C", "H", "H", "H", "H", "H", "H", "H", "H", "H", "H"], "positions_angstrom": [[0.0093, 3.0142, 1.0277], [-4.2656, -0.4637, 1.6116], [-2.9950, -0.8975, 1.7173], [-1.9810, -1.3755, 0.6787], [-1.7262, -0.3074, -0.3813], [-2.6372, -0.3592, -1.5857], [-3.8933, -0.8167, -1.6587], [-4.6893, -1.5557, -0.6140], [-5.2987, -0.7526, 0.5600], [-0.1825, 4.9568, 0.1825], [-4.6158, 0.1577, 2.4549], [-2.4994, -0.7422, 2.7072], [-2.1965, -2.3534, 0.2318], [-1.0525, -1.4964, 1.2642], [-1.7900, 0.6917, 0.1169], [-0.6669, -0.3439, -0.6877], [-2.1995, 0.0333, -2.5106], [-4.4706, -0.5371, -2.5605], [-4.1141, -2.3950, -0.2050], [-5.5591, -1.9337, -1.1602], [-5.6942, 0.2289, 0.2550], [-6.1743, -1.2933, 0.9820], [-0.7753, 5.7279, 0.7081], [-0.7727, 4.7689, -0.7602], [0.8048, 5.4206, -0.0136], [2.1377, -0.6463, -2.7250], [2.5897, -2.2152, 0.8345], [1.1438, -1.3711, -4.0327], [3.6389, -0.5750, -3.7990], [1.7330, -3.7864, 0.7162], [3.8894, -2.9597, 1.8351], [2.4632, -2.3041, -2.0019], [3.4669, -2.2553, -0.8336], [0.1366, -0.6018, -4.6188], [-0.4176, -1.3022, -5.6791], [0.2901, -2.5394, -5.7847], [1.2638, -2.5468, -4.7831], [4.3286, 0.6228, -4.0099], [5.4327, 0.3801, -4.8261], [5.4406, -1.0208, -5.1183], [4.3200, -1.5772, -4.4975], [0.4772, -3.9662, 1.3463], [-0.1374, -5.0937, 0.8074], [0.7678, -5.6641, -0.1495], [1.9014, -4.8553, -0.1833], [4.2241, -4.2944, 2.1131], [5.4073, -4.3352, 2.8542], [5.8495, -2.9749, 3.0105], [4.9123, -2.1648, 2.3777], [2.8691, -2.9816, -2.7706], [1.4860, -2.7042, -1.6792], [4.1214, -3.1419, -0.9061], [4.0796, -1.3388, -0.8920], [-0.0425, 0.3887, -4.2376], [-1.2232, -0.9495, -6.3058], [0.1286, -3.3206, -6.5187], [2.0367, -3.2861, -4.5837], [3.9813, 1.5264, -3.5270], [6.1465, 1.1167, -5.1739], [6.1742, -1.5485, -5.7107], [4.0012, -2.6117, -4.4800], [0.1527, -3.2615, 2.1171], [-1.1414, -5.4306, 1.0579], [0.6103, -6.5487, -0.7617], [2.7903, -4.9639, -0.7969], [3.5806, -5.1056, 1.8240], [5.8986, -5.2223, 3.2337], [6.7498, -2.6460, 3.5134], [4.8455, -1.0944, 2.2973], [-5.7190, 3.0935, 2.0933], [-4.8652, 3.0303, 0.9841], [-3.4791, 3.1404, 1.1427], [-2.9323, 3.3972, 2.4309], [-3.8207, 3.5394, 3.5372], [-5.1960, 3.3899, 3.3622], [-1.5415, 3.4827, 2.6028], [-0.9108, 4.4821, 3.3551], [-1.6201, 5.6780, 3.6599], [-0.9649, 6.8382, 4.0698], [0.4318, 6.8599, 4.1416], [1.1528, 5.7098, 3.7889], [0.5145, 4.4878, 3.5389], [-6.7919, 2.9295, 1.9706], [-5.2780, 2.8735, -0.0149], [-2.8038, 3.0567, 0.2756], [-3.4041, 3.7641, 4.5235], [-5.8684, 3.5014, 4.2149], [-2.6836, 5.7116, 3.4180], [-1.5618, 7.7170, 4.3114], [0.9530, 7.7672, 4.4575], [2.2341, 5.7999, 3.6829], [1.0857, 3.5443, 3.5401]], "lowdin_charge": [0.9491, -0.1151, -0.0963, -0.2106, -0.2004, -0.0985, -0.0940, -0.1949, -0.1802, -0.2471, 0.1033, 0.1071, 0.1051, 0.0756, 0.0896, 0.0789, 0.0861, 0.1085, 0.1025, 0.1028, 0.1005, 0.1209, -0.0085, -0.0357, -0.0416, 1.1164, 1.0888, -0.2723, -0.2437, -0.2821, -0.2731, -0.4499, -0.4003, -0.1727, -0.0972, -0.0821, -0.1429, -0.1656, -0.1024, -0.0888, -0.1455, -0.1528, -0.0924, -0.0830, -0.1678, -0.1328, -0.0899, -0.1015, -0.1713, 0.0552, 0.0732, 0.0841, 0.0651, 0.0860, 0.0908, 0.0941, 0.0876, 0.0884, 0.0900, 0.0913, 0.0827, 0.0966, 0.0961, 0.0967, 0.1080, 0.0906, 0.0906, 0.0890, 0.0876, -0.1203, -0.1144, -0.0472, -0.3124, -0.0504, -0.0952, -0.0664, -0.3370, -0.0524, -0.0936, -0.1194, -0.1096, -0.1061, 0.0955, 0.1004, 0.0888, 0.1138, 0.1005, 0.1012, 0.1011, 0.0941, 0.0986, 0.0845], "gap_ev": 5.013, "de_lowest_kcal_mol": 0.0, "charge": 0}

***

{"formula": "C45H57N4O6S2SiTi", "method": "ωB97M-V/def2-TZVPD", "symbols": ["Ti", "C", "O", "C", "N", "C", "C", "C", "C", "C", "C", "C", "C", "C", "C", "C", "C", "N", "C", "N", "C", "C", "O", "C", "C", "C", "C", "C", "C", "H", "H", "H", "H", "H", "H", "H", "H", "H", "H", "H", "H", "H", "H", "H", "H", "H", "H", "H", "C", "C", "S", "C", "C", "S", "H", "H", "H", "H", "H", "H", "C", "C", "C", "C", "O", "Si", "O", "O", "C", "C", "C", "C", "O", "C", "C", "C", "C", "H", "H", "H", "H", "H", "H", "H", "H", "H", "H", "H", "H", "H", "H", "H", "H", "H", "H", "H", "H", "H", "H", "H", "H", "H", "H", "H", "N", "C", "C", "C", "C", "C", "C", "H", "H", "H", "H", "H"], "positions_angstrom": [[0.1016, -0.1251, 0.9249], [4.0297, 2.2956, 4.0826], [3.0191, 1.4582, 4.6838], [2.0542, 1.3409, 3.7110], [2.2933, 1.8127, 2.5745], [3.6945, 2.2449, 2.5879], [3.8995, 3.5110, 1.7954], [3.1764, 3.6810, 0.6175], [3.3443, 4.8256, -0.1441], [4.2458, 5.8062, 0.2540], [4.9847, 5.6317, 1.4138], [4.8114, 4.4851, 2.1812], [0.8329, 0.6200, 4.1322], [0.6509, 0.3899, 5.4924], [-0.5012, -0.2420, 5.9230], [-1.4375, -0.6247, 4.9869], [-1.1482, -0.3939, 3.6500], [-0.0472, 0.2187, 3.2009], [-2.1343, -0.7401, 2.6114], [-2.0389, -0.3361, 1.4089], [-3.2032, -0.8475, 0.6707], [-3.9692, -1.6361, 1.7567], [-3.2345, -1.3901, 2.9840], [-3.9723, 0.2717, -0.0004], [-5.3471, 0.2019, -0.1916], [-6.0210, 1.2119, -0.8682], [-5.3221, 2.3015, -1.3634], [-3.9464, 2.3745, -1.1774], [-3.2756, 1.3660, -0.5048], [5.0017, 1.8815, 4.3410], [3.9289, 3.3031, 4.4953], [4.2527, 1.4367, 2.0988], [2.4728, 2.9133, 0.3217], [2.7545, 4.9563, -1.0428], [4.3672, 6.7052, -0.3379], [5.6933, 6.3885, 1.7279], [5.3940, 4.3600, 3.0876], [1.4073, 0.7274, 6.1834], [-0.6660, -0.4259, 6.9768], [-2.3584, -1.1213, 5.2515], [-2.8411, -1.5219, -0.1101], [-3.9582, -2.7105, 1.5835], [-4.9855, -1.2862, 1.9180], [-5.9087, -0.6530, 0.1667], [-7.0923, 1.1392, -1.0112], [-5.8446, 3.0893, -1.8920], [-3.3843, 3.2213, -1.5523], [-2.2037, 1.4229, -0.3676], [3.6645, -1.7838, 3.5214], [2.4030, -1.8779, 2.6936], [2.4465, -1.0320, 1.1364], [1.3439, -2.5873, 3.1298], [1.3975, -3.3023, 4.4598], [-0.1386, -2.7036, 2.1885], [4.4936, -1.4202, 2.9143], [3.9509, -2.7466, 3.9536], [3.5405, -1.0856, 4.3604], [1.5569, -2.6019, 5.2893], [2.2159, -4.0288, 4.4986], [0.4654, -3.8340, 4.6447], [2.9018, -1.1908, -2.6450], [1.6736, -0.7619, -3.4330], [1.2558, 0.6445, -3.0314], [1.9482, -0.8286, -4.9307], [0.6135, -1.6958, -3.1950], [-0.5721, -1.7603, -2.0514], [-0.2093, -0.9989, -0.7018], [-1.9389, -1.0480, -2.6394], [-2.6271, -1.2134, -3.8790], [-2.2959, -0.0050, -4.7473], [-4.1130, -1.2366, -3.5488], [-2.2350, -2.5014, -4.5991], [-0.9753, -3.3332, -1.8736], [-0.1881, -4.5086, -1.6283], [1.1521, -4.1626, -0.9969], [0.0053, -5.2034, -2.9715], [-1.0074, -5.3678, -0.6770], [3.7311, -0.5037, -2.8318], [3.2111, -2.1949, -2.9428], [2.6961, -1.2019, -1.5742], [2.0554, 1.3546, -3.2606], [1.0491, 0.7004, -1.9625], [0.3598, 0.9484, -3.5780], [2.7968, -0.1944, -5.1973], [1.0737, -0.4941, -5.4932], [2.1741, -1.8558, -5.2230], [-2.5398, 0.9156, -4.2134], [-2.8584, -0.0319, -5.6843], [-1.2309, 0.0007, -4.9848], [-4.4015, -0.3087, -3.0557], [-4.3273, -2.0718, -2.8784], [-4.7121, -1.3534, -4.4556], [-1.1694, -2.5111, -4.8314], [-2.7965, -2.5801, -5.5337], [-2.4580, -3.3710, -3.9810], [1.7567, -3.5634, -1.6757], [1.7033, -5.0798, -0.7723], [1.0167, -3.6012, -0.0704], [0.5231, -4.5349, -3.6622], [-0.9610, -5.4711, -3.4051], [0.5975, -6.1143, -2.8537], [-1.1418, -4.8404, 0.2685], [-0.4975, -6.3138, -0.4773], [-1.9850, -5.5830, -1.1150], [0.0841, 1.5370, 0.4801], [-0.2058, 2.8621, 0.2736], [-0.5185, 3.3620, -1.0018], [-0.8036, 4.7068, -1.1903], [-0.7906, 5.5926, -0.1199], [-0.4925, 5.1084, 1.1495], [-0.2062, 3.7682, 1.3470], [-0.5434, 2.6743, -1.8353], [-1.0424, 5.0622, -2.1869], [-1.0085, 6.6424, -0.2721], [-0.4765, 5.7849, 1.9966], [0.0408, 3.3906, 2.3314]], "lowdin_charge": [0.6902, -0.0906, -0.0342, -0.3316, 0.1754, -0.2395, -0.1664, -0.0165, -0.0687, -0.1032, -0.1002, -0.0504, -0.1500, 0.0054, -0.0372, 0.0118, -0.2367, 0.1160, -0.4247, 0.0630, -0.1924, -0.0412, 0.0227, -0.1561, -0.0537, -0.1012, -0.1001, -0.0608, -0.0047, 0.1275, 0.1217, 0.1453, 0.1014, 0.1029, 0.0941, 0.0937, 0.1028, 0.1155, 0.1113, 0.1219, 0.1440, 0.1340, 0.1125, 0.1025, 0.0952, 0.0949, 0.0944, 0.0822, -0.1357, -0.7682, 0.5898, -0.7623, -0.1391, 0.6710, 0.0512, 0.0632, 0.0655, 0.0639, 0.0656, 0.0495, -0.0320, -0.6334, -0.0299, -0.0333, -0.1010, 0.0296, -0.3443, -0.0920, -0.6359, -0.0230, -0.0243, -0.0348, -0.0964, -0.6306, -0.0322, -0.0319, -0.0343, 0.0886, 0.0845, 0.0258, 0.0935, 0.0593, 0.0768, 0.0831, 0.0727, 0.0839, 0.0861, 0.0840, 0.0647, 0.0716, 0.0903, 0.0833, 0.0789, 0.0859, 0.0795, 0.0658, 0.0930, 0.0276, 0.0815, 0.0787, 0.0816, 0.0531, 0.0840, 0.0806, -0.1089, -0.3915, -0.0625, -0.1193, -0.1278, -0.1049, -0.0472, 0.0997, 0.0943, 0.0850, 0.0930, 0.0946], "gap_ev": 5.544, "de_lowest_kcal_mol": 16.3, "charge": -1}

***

{"formula": "C3H10N2O", "method": "ωB97M-V/def2-TZVPD", "symbols": ["C", "C", "C", "N", "N", "H", "H", "H", "H", "H", "H", "H", "H", "H", "H", "O"], "positions_angstrom": [[1.4594, 1.2653, 0.0095], [0.6538, -0.0184, -0.2008], [-0.4471, 0.0054, -0.9379], [-0.5597, -1.1159, -1.7737], [1.0871, -1.1032, 0.6232], [1.9636, 1.2925, 0.9440], [0.7234, 2.1011, 0.0544], [2.2311, 1.5739, -0.7277], [-1.1717, 0.7967, -0.8662], [-0.8492, -0.9082, -2.7121], [0.1336, -1.8140, -1.6442], [0.7946, -0.9644, 1.5400], [0.5199, -1.9112, 0.2635], [-1.5644, 0.6683, 1.5907], [-2.4597, -0.3496, 2.1159], [-2.5146, 0.4816, 1.7212]], "nbo_charge": [-0.6415, 0.0888, -0.0781, -0.8545, -0.8301, 0.1996, 0.2094, 0.2202, 0.2217, 0.3905, 0.3687, 0.3609, 0.3449, 0.4646, 0.4596, -0.9246], "smiles": "C/C(N)=C/N.O", "gap_ev": 7.663, "de_lowest_kcal_mol": 76.2, "charge": 0}

***

What is the charge in the first record? +1

***

Which of these has the lowest charge? C45H57N4O6S2SiTi

***

Number 2 is which compound? C39H45MgN5P2

***

charge of number 3 (C45H57N4O6S2SiTi)? -1